Record 1
C4H8NO2P | ωB97M-V with the def2-TZVPD basis set

## Properties
Energy above the lowest of the compared OMol25 structures with the same formula, charge and spin: 40.7 kcal/mol
SMILES string: C#CP(N)O[C@H](C)O
2S+1: 1
E_HOMO: -0.3387 hartree

Cartesian coordinates (Å):
C -2.436 1.747 -0.070
C -1.854 0.696 -0.123
C 1.500 1.140 -0.297
C 1.568 -0.258 0.302
N -2.037 -1.840 0.370
O 2.432 -1.092 -0.417
O 0.290 -0.807 0.484
P -1.045 -0.846 -0.549
H -2.962 2.653 0.028
H 0.873 1.783 0.319
H 2.501 1.558 -0.357
H 1.064 1.089 -1.295
H 1.990 -0.222 1.317
H 2.098 -1.163 -1.320
H -1.886 -2.834 0.251
H -2.096 -1.605 1.358

Forces on atoms 1 to 2 (eV/Å):
0.22 -0.40 0.11
0.14 -0.10 -0.18



Record 2
C4H8NO2S | ωB97M-V with the def2-TZVPD basis set

## Properties
Net charge: -1
Energy above the lowest of the compared OMol25 structures with the same formula, charge and spin: 45.0 kcal/mol
SMILES string: O=CN[C@H](CO)C[S-]
2S+1: 1
E_HOMO: -0.1077 hartree

Cartesian coordinates (Å):
O -1.627 -0.006 -3.060
C -0.715 0.030 -2.217
N -0.853 -0.280 -0.864
C -0.135 0.264 0.279
C -0.917 0.411 1.588
S 0.063 1.504 2.848
C 1.207 -0.648 0.478
O 1.988 -0.368 -0.630
H 0.329 0.309 -2.543
H -1.646 -0.737 -0.439
H 0.158 1.225 -0.117
H -1.171 -0.540 2.027
H -1.828 0.822 1.334
H 2.700 0.257 -0.577
H 0.912 -1.712 0.336
H 1.535 -0.531 1.557

Forces on atoms 1 to 2 (eV/Å):
1.32 -0.38 1.29
-1.21 -0.08 0.33



Record 3
C4H8NO3 | ωB97M-V with the def2-TZVPD basis set

## Properties
Net charge: -1
Energy above the lowest of the compared OMol25 structures with the same formula, charge and spin: 29.4 kcal/mol
2S+1: 1
E_HOMO: -0.1704 hartree

Cartesian coordinates (Å):
C 0.368 1.679 0.328
C -1.069 1.712 -0.207
O -1.696 2.809 -0.265
N -1.799 0.563 -0.510
H -2.831 0.767 -0.850
H -1.284 -0.267 -0.463
H 1.138 1.516 -0.522
H 0.611 1.000 1.071
H 0.548 2.780 0.596
C 1.846 -2.468 -0.630
C 0.911 -1.523 0.225
O -0.290 -1.867 0.307
O 1.474 -0.684 0.926
H 1.258 -3.404 -0.760
H 2.678 -2.722 0.029
H 2.232 -2.073 -1.568

Forces on atoms 1 to 2 (eV/Å):
0.40 3.55 -3.27
-2.79 1.06 0.26



Record 4
C4H8NO3 | ωB97M-V with the def2-TZVPD basis set

## Properties
Net charge: -1
Energy above the lowest of the compared OMol25 structures with the same formula, charge and spin: 21.1 kcal/mol
2S+1: 1
E_HOMO: -0.1441 hartree

Cartesian coordinates (Å):
C -0.683 1.343 -2.443
C -0.574 -0.142 -1.989
O 0.578 -0.560 -1.734
O -1.654 -0.762 -1.867
H -0.898 1.906 -1.541
H -1.471 1.456 -3.191
H 0.284 1.651 -2.841
C -0.025 -1.386 1.243
C 0.209 -0.004 1.784
O -0.516 0.949 1.607
N 1.330 0.130 2.577
H 1.639 1.082 2.725
H 2.078 -0.551 2.587
H -0.867 -1.877 1.733
H 0.922 -1.922 1.152
H -0.353 -1.315 0.198

Forces on atoms 1 to 2 (eV/Å):
0.32 -0.76 -0.15
-0.29 0.21 -0.05



Record 5
C4H8NO3 | ωB97M-V with the def2-TZVPD basis set

## Properties
Net charge: -1
Energy above the lowest of the compared OMol25 structures with the same formula, charge and spin: 15.1 kcal/mol
2S+1: 1
E_HOMO: -0.1559 hartree

Cartesian coordinates (Å):
C -1.780 1.207 1.532
C -0.324 1.594 1.500
O 0.050 2.761 1.393
N 0.563 0.598 1.667
H 1.538 0.673 1.513
H 0.364 -0.388 1.560
H -1.963 0.479 2.311
H -2.073 0.825 0.550
H -2.305 2.161 1.573
C 0.940 -0.975 -2.467
C 0.775 -2.025 -1.303
O 0.822 -1.557 -0.140
O 0.490 -3.199 -1.654
H 0.153 -0.268 -2.205
H 0.842 -1.407 -3.457
H 1.908 -0.477 -2.374

Forces on atoms 1 to 2 (eV/Å):
0.23 0.74 -1.01
1.17 0.29 0.12



Record 6
C4H8NO3 | ωB97M-V with the def2-TZVPD basis set

## Properties
Net charge: -1
Energy above the lowest of the compared OMol25 structures with the same formula, charge and spin: 24.0 kcal/mol
2S+1: 1
E_HOMO: -0.1399 hartree

Cartesian coordinates (Å):
C 1.464 3.265 0.380
C 0.638 2.133 -0.289
O 0.248 2.380 -1.446
O 0.428 1.136 0.441
H 0.710 3.963 0.776
H 2.064 3.816 -0.354
H 2.101 2.904 1.185
C 0.624 -2.317 -0.291
C -0.831 -2.178 0.074
O -1.658 -1.746 -0.703
N -1.182 -2.528 1.350
H 1.063 -1.327 -0.377
H 0.696 -2.781 -1.272
H -2.118 -2.267 1.608
H -0.603 -3.041 1.987
H 1.147 -2.986 0.405

Forces on atoms 1 to 2 (eV/Å):
-0.21 0.37 -0.19
0.34 0.25 0.21



Record 7
C4H8NO3 | ωB97M-V with the def2-TZVPD basis set

## Properties
Net charge: -1
Energy above the lowest of the compared OMol25 structures with the same formula, charge and spin: 18.6 kcal/mol
2S+1: 1
E_HOMO: -0.1630 hartree

Cartesian coordinates (Å):
C 0.350 -1.798 -2.267
C 0.311 -0.262 -2.236
O 0.750 0.281 -3.248
N -0.241 0.357 -1.190
H -0.781 1.206 -1.194
H -0.431 -0.169 -0.333
H 1.304 -2.110 -2.652
H -0.517 -2.115 -2.875
H 0.018 -2.229 -1.324
C 0.290 1.311 2.901
C -0.531 0.484 1.888
O -0.172 -0.653 1.522
O -1.644 1.047 1.642
H 1.060 1.944 2.471
H 0.595 0.593 3.654
H -0.362 2.114 3.241

Forces on atoms 1 to 2 (eV/Å):
-1.66 0.64 0.99
0.26 -0.52 -1.43



Record 8
C4H8NO3 | ωB97M-V with the def2-TZVPD basis set

## Properties
Net charge: -1
Energy above the lowest of the compared OMol25 structures with the same formula, charge and spin: 44.5 kcal/mol
2S+1: 1
E_HOMO: -0.1826 hartree

Cartesian coordinates (Å):
C 0.618 0.194 -2.652
C -0.676 -0.369 -2.203
O -1.320 -1.221 -2.944
N -1.071 -0.251 -0.900
H -1.985 -0.618 -0.777
H -0.450 -0.009 0.024
H 1.422 -0.342 -3.265
H 1.112 0.541 -1.686
H 0.483 1.271 -3.026
C -0.219 0.150 2.922
C 0.967 0.062 1.870
O 0.629 0.668 0.873
O 2.030 -0.425 2.145
H 0.240 0.067 3.986
H -1.016 -0.713 2.660
H -0.761 0.995 2.974

Forces on atoms 1 to 2 (eV/Å):
2.25 3.32 1.34
-1.88 -5.07 -0.74



Record 9
C4H8NO4PS2 | ωB97M-V with the def2-TZVPD basis set

## Properties
Energy above the lowest of the compared OMol25 structures with the same formula, charge and spin: 78.9 kcal/mol
2S+1: 1
E_HOMO (spin up / spin down): -0.3292 / -0.3098 hartree

Cartesian coordinates (Å):
C -2.994 1.197 -0.018
C 1.498 0.394 0.785
C -1.047 -0.227 1.002
C 2.398 -0.804 0.655
N 0.146 -0.195 -1.310
O -0.199 2.095 -0.392
O 1.901 1.524 -1.532
O -0.036 -2.353 -0.057
O -1.974 -1.287 -1.170
P -1.684 1.460 1.072
S 0.894 1.112 -0.648
S -0.829 -1.219 -0.359
H -3.725 1.948 -0.213
H -3.261 0.187 -0.531
H 1.509 0.989 1.599
H -0.797 -0.823 1.916
H 3.254 -0.836 -0.157
H 1.925 -1.623 0.003
H 2.546 -1.275 1.649
H 0.475 -0.262 -2.295

Forces on atoms 1 to 2 (eV/Å):
0.07 -1.95 -0.26
0.03 -2.34 -2.42



Record 10
C4H8NO7P | ωB97M-V with the def2-TZVPD basis set

## Properties
Net charge: -2
2S+1: 1
E_HOMO: -0.0607 hartree

Cartesian coordinates (Å):
C -2.601 0.308 0.211
C -0.531 -1.756 0.265
C -1.059 0.646 0.507
C -0.308 -0.330 -0.265
N -0.713 1.950 0.189
O -3.011 0.321 -0.947
O 3.239 -0.228 1.584
O 3.448 1.554 -0.271
O -3.234 0.041 1.246
O 3.605 -0.925 -0.818
O -0.464 -0.228 -1.638
O 1.263 0.064 -0.087
P 3.241 0.142 0.178
H -0.036 -2.548 -0.325
H -1.520 -1.944 0.138
H -0.272 -1.714 1.292
H -0.806 0.403 1.542
H 0.129 2.158 0.645
H 1.755 0.185 -0.895
H -0.643 1.972 -0.767
H -1.483 -0.071 -1.785

Forces on atoms 1 to 2 (eV/Å):
0.95 0.19 3.05
2.91 0.95 -1.31



Record 11
C4H8NOS | ωB97M-V with the def2-TZVPD basis set

## Properties
Net charge: -1
Energy above the lowest of the compared OMol25 structures with the same formula, charge and spin: 7.3 kcal/mol
SMILES string: CNC(=O)CC[S-]
2S+1: 1
E_HOMO: -0.1065 hartree

Cartesian coordinates (Å):
C 1.067 0.142 -0.938
C -0.015 -0.134 -1.975
S -1.544 0.889 -1.819
C 0.828 -0.538 0.387
N -0.462 -0.488 0.820
C -0.848 0.180 2.073
O 1.749 -0.881 1.116
H 1.075 1.196 -0.654
H 2.064 -0.127 -1.297
H -0.386 -1.164 -1.887
H 0.356 -0.050 -2.981
H -1.059 -0.078 0.096
H -1.608 -0.414 2.577
H 0.058 0.322 2.672
H -1.274 1.146 1.810

Forces on atoms 1 to 2 (eV/Å):
0.04 -0.74 -0.26
-1.16 -0.12 0.11



Record 12
C4H8NOS | ωB97M-V with the def2-TZVPD basis set

## Properties
Expectation value of S²: 0.75
Energy above the lowest of the compared OMol25 structures with the same formula, charge and spin: 10.0 kcal/mol
2S+1: 2
E_HOMO (spin up / spin down): -0.3572 / -0.3441 hartree

Cartesian coordinates (Å):
O -1.230 2.240 -1.915
C -0.341 1.652 -1.345
N -0.317 1.112 -0.102
C 0.448 -0.035 0.421
C 0.570 -1.151 -0.623
S 1.881 -2.324 -0.550
C -0.403 -0.532 1.566
H 0.679 1.679 -1.817
H -1.150 1.413 0.395
H 1.444 0.305 0.713
H 0.747 -0.590 -1.598
H -0.428 -1.580 -0.794
H -1.356 -0.879 1.160
H -0.010 -1.443 2.057
H -0.533 0.133 2.431

Forces on atoms 1 to 2 (eV/Å):
-0.55 -0.17 0.74
2.27 0.59 -1.06



Record 13
C4H8NS | ωB97M-V with the def2-TZVPD basis set

## Properties
Net charge: +1
Energy above the lowest of the compared OMol25 structures with the same formula, charge and spin: 68.0 kcal/mol
2S+1: 1
E_HOMO: -0.5124 hartree

Cartesian coordinates (Å):
C 0.696 -2.613 -0.321
C 0.464 -1.491 -0.705
C 2.167 0.518 0.659
C 0.254 -0.236 -1.224
N -2.107 0.894 -0.247
S 1.104 1.104 -0.667
H 0.875 -3.627 -0.297
H 2.653 1.500 1.038
H 2.711 -0.341 0.342
H 1.346 0.121 1.432
H -0.524 -0.120 -2.075
H -1.854 1.523 0.517
H -3.124 0.722 -0.386
H -1.657 1.262 -1.038

Forces on atoms 1 to 2 (eV/Å):
-0.27 1.91 -1.01
0.00 -0.92 0.31



Record 14
C4H8NS | ωB97M-V with the def2-TZVPD basis set

## Properties
Net charge: +1
Energy above the lowest of the compared OMol25 structures with the same formula, charge and spin: 91.6 kcal/mol
2S+1: 1
E_HOMO: -0.4931 hartree

Cartesian coordinates (Å):
C -1.173 -1.632 -0.964
C -0.511 -1.043 0.088
C -0.630 1.195 -0.133
C 1.577 0.241 0.432
N 0.322 0.113 -0.368
S -0.511 2.252 1.156
H -1.787 -2.492 -0.869
H -1.008 -1.124 -1.946
H -0.625 -1.308 1.091
H 1.254 0.197 1.562
H 2.166 -0.651 0.109
H 2.125 1.278 0.364
H 0.413 -0.041 -1.393
H -1.611 3.014 0.870

Forces on atoms 1 to 2 (eV/Å):
2.19 2.38 1.48
-1.67 -1.62 -4.67



Record 15
C4H8NS2 | ωB97M-V with the def2-TZVPD basis set

## Properties
Net charge: +1
Energy above the lowest of the compared OMol25 structures with the same formula, charge and spin: 32.6 kcal/mol
SMILES string: C[C@@]1(S)[NH2+]C=CS1
2S+1: 1
E_HOMO: -0.4864 hartree

Cartesian coordinates (Å):
C 0.841 1.563 -0.083
C 0.263 1.737 1.094
C -0.248 -0.637 0.068
C -1.481 -1.179 -0.605
N 0.653 0.193 -0.712
S -0.773 0.526 1.641
S 0.781 -2.020 0.818
H 1.558 2.262 -0.556
H 0.589 2.707 1.512
H -2.261 -1.348 0.166
H -1.237 -2.118 -1.174
H -1.825 -0.383 -1.306
H 0.190 0.475 -1.581
H 1.498 -0.489 -1.044
H 1.450 -1.291 1.761

Forces on atoms 1 to 2 (eV/Å):
2.13 -0.39 -0.33
1.15 1.24 -1.08



Record 16
C4H8O | ωB97M-V with the def2-TZVPD basis set

## Properties
Energy above the lowest of the compared OMol25 structures with the same formula, charge and spin: 93.8 kcal/mol
2S+1: 1
E_HOMO: -0.3000 hartree

Cartesian coordinates (Å):
O 1.787 0.751 -0.583
C 0.557 -0.615 -0.419
C -0.065 -0.553 0.961
C -1.269 0.202 0.326
C -0.503 0.147 -0.998
H 2.023 1.151 0.271
H 1.209 -1.390 -0.813
H 0.501 -0.031 1.739
H -0.316 -1.551 1.334
H -1.485 1.195 0.736
H -2.191 -0.388 0.360
H 0.660 1.034 -0.911
H -0.908 0.049 -2.001

Forces on atoms 1 to 2 (eV/Å):
0.15 0.36 0.18
-0.20 -0.13 -0.08



Record 17
C4H8O | ωB97M-V with the def2-TZVPD basis set

## Properties
Energy above the lowest of the compared OMol25 structures with the same formula, charge and spin: 45.4 kcal/mol
SMILES string: CC1(C)CO1
2S+1: 1
E_HOMO: -0.3732 hartree

Cartesian coordinates (Å):
C -1.337 -0.675 -0.081
C -0.109 0.207 -0.158
C 1.201 -0.682 -0.209
C 0.001 1.533 0.460
O 0.035 1.366 -0.952
H -2.170 -0.414 0.595
H -1.734 -1.065 -1.025
H -0.678 -1.419 0.340
H 2.035 -0.144 0.246
H 1.443 -0.885 -1.260
H 1.206 -1.683 0.280
H -0.840 2.140 0.798
H 0.947 1.722 0.965

Forces on atoms 1 to 2 (eV/Å):
0.40 -0.17 -0.01
0.73 -0.48 0.13



Number 1: molecular weight 133.09 g/mol. Number 2: molecular weight 134.18 g/mol. Number 3: molecular weight 118.11 g/mol. Number 4: molecular weight 118.11 g/mol. Number 5: molecular weight 118.11 g/mol. Number 6: molecular weight 118.11 g/mol. Number 7: molecular weight 118.11 g/mol. Number 8: molecular weight 118.11 g/mol. Number 9: molecular weight 229.22 g/mol. Number 10: molecular weight 213.08 g/mol. Number 11: molecular weight 118.18 g/mol. Number 12: molecular weight 118.18 g/mol. Number 13: molecular weight 102.18 g/mol. Number 14: molecular weight 102.18 g/mol. Number 15: molecular weight 134.25 g/mol. Number 16: molecular weight 72.11 g/mol. Number 17: molecular weight 72.11 g/mol.